Model i:
9 unconnected molecules or ions with the total composition C36H99N9O9, computed with the ωB97M-V functional and the def2-TZVPD basis.

Output
Frontier orbital gap, eV: 7.58
SMILES: COC[C@H](C)N.COC[C@H](C)N.COC[C@H](C)N.COC[C@H](C)N.COC[C@H](C)N.COC[C@H](C)N.COC[C@H](C)N.COC[C@H](C)N.COC[C@H](C)N
Highest occupied orbital energy, eV: -7.301

Each line ends with the Mulliken charge.
Element x y z (Å)
C 4.21926 -1.02394 -3.74523  -0.23
O 3.94364 -2.19851 -2.99623  -0.51
C 3.36815 -2.06530 -1.72868  0.01
C 3.36952 -3.45724 -1.04278  1.06
C 4.70670 -4.08588 -0.98199  -1.76
N 2.54837 -4.24648 -1.89678  -0.85
H 3.37262 -0.33747 -3.73668  0.00
H 4.33236 -1.39753 -4.76294  0.39
H 5.07383 -0.50806 -3.30745  0.23
H 3.96068 -1.37446 -1.12888  0.27
H 2.38306 -1.64007 -1.92073  -0.20
H 2.98400 -3.48631 -0.02366  0.25
H 5.30231 -3.87202 -1.86947  0.26
H 4.70354 -5.15574 -0.77341  0.43
H 5.25743 -3.84527 -0.07264  0.31
H 1.55929 -4.05468 -1.82597  0.23
H 2.71654 -3.97379 -2.85463  0.36
C -2.39231 -0.05464 -0.84430  0.19
O -2.69449 -1.45424 -0.96859  0.23
C -3.89457 -1.79814 -1.67728  -0.31
C -4.09738 -3.28572 -2.14853  -0.38
C -5.60066 -3.66549 -2.38129  -1.43
N -3.60748 -4.19051 -1.05451  -0.25
H -2.15058 0.54680 -1.72062  0.89
H -1.60169 -0.07522 -0.09424  -0.83
H -3.11566 0.40820 -0.17299  -0.19
H -4.61548 -1.72994 -0.86259  0.00
H -4.11785 -1.11670 -2.49820  0.87
H -3.53372 -3.52921 -3.04915  0.52
H -6.21830 -3.37934 -1.52997  0.20
H -5.80668 -4.72026 -2.56327  0.37
H -5.99642 -3.09679 -3.22274  0.42
H -3.34412 -5.09426 -1.42054  0.31
H -2.83545 -3.74145 -0.58289  -0.46
C -0.02199 -2.85057 1.30095  -0.15
O -1.20234 -3.52226 1.78867  -0.53
C -2.40735 -3.04933 1.08223  0.56
C -3.74049 -3.63477 1.67558  -0.45
C -3.73946 -5.17989 1.75154  -1.92
N -4.95958 -3.25667 0.95448  -0.60
H -0.03886 -1.76368 1.22033  0.21
H 0.18006 -3.20021 0.28852  0.21
H 0.78727 -3.13510 1.97345  0.46
H -2.43553 -1.96090 1.13325  -0.38
H -2.29521 -3.34436 0.03893  0.46
H -3.82478 -3.23182 2.68485  0.79
H -4.72779 -5.62899 1.84966  0.44
H -3.20529 -5.55615 2.62401  0.42
H -3.32351 -5.63004 0.85018  0.25
H -4.67253 -3.39856 -0.00342  0.19
H -5.24364 -2.29137 1.04169  -0.03
C 6.57582 2.62807 6.04153  -0.85
O 7.25160 1.83630 5.12540  -0.37
C 6.49196 0.70866 4.63266  -1.23
C 6.36839 0.79711 3.16782  2.41
C 5.68466 -0.48228 2.42613  -1.20
N 7.64932 0.92883 2.51558  -0.84
H 7.27508 3.41312 6.32933  0.26
H 6.45435 2.06912 6.96937  0.36
H 5.61468 3.04785 5.74475  0.45
H 7.16022 -0.09901 4.93131  0.45
H 5.56095 0.44964 5.13686  0.44
H 5.85419 1.75661 3.11258  -0.80
H 4.64042 -0.17159 2.45988  0.48
H 5.91233 -1.38011 3.00072  0.51
H 5.87820 -0.68208 1.37223  0.35
H 8.23398 0.14518 2.76888  0.29
H 8.19717 1.66134 2.94383  0.29
C 1.45973 1.00931 -6.22269  -0.84
O 2.02195 1.46799 -4.99019  -0.39
C 1.05253 1.63953 -4.00735  -0.63
C 1.56718 2.31810 -2.76266  -1.23
C 2.55543 1.28607 -2.07643  -0.04
N 0.60589 2.65439 -1.81665  -0.68
H 2.31737 0.85766 -6.87809  0.26
H 0.74690 1.66242 -6.72610  0.34
H 0.81117 0.15690 -6.02051  0.34
H 0.27441 2.31366 -4.36538  0.57
H 0.60947 0.65507 -3.85690  0.33
H 2.08741 3.13516 -3.26252  0.65
H 2.91599 1.76935 -1.16839  -0.13
H 3.25727 0.90433 -2.81790  1.05
H 1.98016 0.41176 -1.77186  -0.26
H -0.04305 3.28533 -2.26485  0.56
H 1.00711 3.30605 -1.15752  -0.29
C 4.09113 0.55748 0.44408  -2.04
O 2.81050 0.70660 -0.18514  -0.43
C 1.70055 0.26186 0.60606  -0.75
C 0.36538 0.97756 0.17883  1.22
C -0.85611 0.57820 0.97059  -1.24
N -0.06209 0.77289 -1.20916  1.10
H 4.18282 -0.52370 0.54782  1.52
H 4.28039 0.82802 1.48287  0.08
H 4.98367 0.77166 -0.14379  -0.08
H 1.60391 -0.82064 0.52262  0.06
H 1.80124 0.46573 1.67208  0.38
H 0.41990 2.04257 0.40437  -1.41
H -0.75758 1.10449 1.92002  0.77
H -0.97413 -0.49429 1.12524  -0.71
H -1.84840 0.86861 0.62548  1.45
H -0.56266 1.63023 -1.39496  -0.47
H 0.67663 0.87839 -1.88980  -0.76
C -2.71160 2.62375 -0.89259  -0.80
O -4.08473 2.33734 -0.45368  -0.43
C -5.24581 2.56922 -1.27846  -1.03
C -5.37223 1.57128 -2.44342  0.54
C -6.64266 1.67443 -3.33976  -1.64
N -5.12692 0.19884 -2.04289  0.14
H -2.47637 3.65309 -0.62199  0.36
H -2.49870 2.45928 -1.94887  0.24
H -1.93416 2.03076 -0.41089  0.12
H -6.15314 2.62051 -0.67661  0.40
H -5.00251 3.53897 -1.71262  0.59
H -4.58832 1.79714 -3.16632  0.18
H -6.78837 1.04783 -4.21966  0.36
H -6.57780 2.63335 -3.85395  0.46
H -7.57755 1.92297 -2.83744  0.35
H -4.74678 0.31377 -1.11424  -0.93
H -4.37079 -0.26339 -2.52736  -0.30
C 4.77218 3.30812 4.00681  -1.98
O 4.29419 3.63188 2.70234  -0.46
C 2.98202 3.36186 2.35999  -0.76
C 2.66217 3.95037 0.97016  0.53
C 1.17122 3.87377 0.71169  -0.99
N 3.37200 3.15710 -0.04561  -0.18
H 4.50084 4.21037 4.55492  0.35
H 5.85648 3.21477 4.06754  0.83
H 4.45049 2.33152 4.36858  0.64
H 2.75500 2.31337 2.55294  0.18
H 2.34829 3.91088 3.05646  0.66
H 2.92235 5.00355 0.86418  0.57
H 0.69762 4.58222 1.39133  0.53
H 0.84632 2.91981 1.12703  0.73
H 0.85048 3.94292 -0.32774  0.50
H 3.00418 2.22195 0.05594  -0.40
H 4.33397 3.04230 0.23992  0.47
C -2.33995 -0.45291 2.48999  -1.47
O -3.55399 -0.27897 1.71388  0.82
C -4.63291 0.04359 2.49982  -1.51
C -5.96535 0.08416 1.61268  0.22
C -5.86591 -0.66290 0.32658  -0.08
N -6.34232 1.46858 1.30429  -0.87
H -1.56460 -0.53699 1.72850  0.22
H -2.37747 -1.35369 3.10258  0.39
H -2.19301 0.44234 3.09418  0.45
H -4.66923 -0.64441 3.34447  0.46
H -4.46330 1.04112 2.90513  0.53
H -6.77973 -0.41848 2.13444  0.43
H -6.86768 -0.59422 -0.09749  0.51
H -5.65810 -1.70867 0.55304  0.02
H -5.07365 -0.23822 -0.28993  -0.37
H -5.61754 1.93638 0.77898  0.34
H -7.14943 1.43625 0.69797  0.42



Model ii:
9 unconnected molecules or ions with the total composition C36H99N9O9, computed with the ωB97M-V functional and the def2-TZVPD basis.

Output
Frontier orbital gap, eV: 9.40
SMILES: COC[C@H](C)N.COC[C@H](C)N.COC[C@H](C)N.COC[C@H](C)N.COC[C@H](C)N.COC[C@H](C)N.COC[C@H](C)N.COC[C@H](C)N.COC[C@H](C)N
Highest occupied orbital energy, eV: -9.240

Each line ends with the Mulliken charge.
Element x y z (Å)
C -20.76488 6.02360 -12.19508  -0.70
O -20.21494 4.83060 -12.64553  -0.29
C -19.24075 4.21651 -11.72710  -0.71
C -18.62301 2.89916 -12.34312  0.54
C -19.63266 1.76555 -12.38312  -1.26
N -17.46396 2.48040 -11.59885  -0.68
H -21.40687 6.26219 -13.04303  0.24
H -20.02506 6.77615 -11.92228  0.27
H -21.42134 5.84244 -11.34400  0.29
H -18.42093 4.92465 -11.60653  0.29
H -19.78085 4.13932 -10.78348  0.35
H -18.23689 3.19315 -13.31912  0.22
H -20.42454 2.13072 -13.03710  0.29
H -20.00653 1.63684 -11.36737  0.32
H -19.24373 0.86165 -12.85196  0.39
H -16.81151 3.24190 -11.47832  0.21
H -17.00484 1.66370 -11.97607  0.23
C -26.85548 4.58851 -12.71622  -0.65
O -27.39474 3.38253 -12.24044  -0.31
C -27.77212 3.43286 -10.83043  -0.70
C -26.60824 3.65429 -9.83272  0.49
C -25.68495 2.43025 -9.79255  -1.34
N -27.17665 3.95532 -8.53825  -0.81
H -27.57231 5.40649 -12.64439  0.28
H -26.59186 4.52588 -13.77200  0.25
H -25.99031 4.80167 -12.08841  0.25
H -28.51373 4.21002 -10.64568  0.37
H -28.25175 2.47774 -10.61639  0.29
H -26.06757 4.56203 -10.10066  0.32
H -25.19101 2.31939 -10.75786  0.29
H -26.24909 1.52970 -9.54994  0.34
H -24.88711 2.54964 -9.05955  0.36
H -27.81874 4.72825 -8.64021  0.26
H -26.40153 4.42883 -8.09657  0.30
C -26.50792 -0.65305 -19.64466  -0.77
O -25.60093 0.19326 -20.16734  -0.30
C -25.07300 1.14138 -19.25840  -0.67
C -23.99936 1.87184 -20.00569  0.40
C -23.12318 2.73648 -19.11925  -1.27
N -24.47378 2.86056 -20.96633  -0.75
H -26.04849 -1.54145 -19.21133  0.28
H -27.16147 -1.09864 -20.39460  0.27
H -27.12731 -0.23839 -18.84936  0.32
H -25.78886 1.87424 -18.88613  0.34
H -24.56469 0.63215 -18.43962  0.33
H -23.34314 1.14042 -20.47742  0.30
H -23.48024 3.75140 -18.94445  0.32
H -22.15313 2.79603 -19.61276  0.30
H -23.06162 2.20442 -18.16992  0.36
H -25.13255 3.50404 -20.55153  0.25
H -25.07501 2.34806 -21.59560  0.28
C -18.68845 9.04434 -3.52329  -0.66
O -18.96719 8.45727 -4.78348  -0.35
C -19.82631 7.32009 -4.73564  -0.74
C -19.15511 6.01629 -4.32109  0.43
C -17.80683 5.65643 -5.05033  -1.28
N -20.02167 4.84418 -4.50274  -0.73
H -19.62518 9.18039 -2.98281  0.30
H -18.12527 9.96668 -3.66549  0.25
H -17.98538 8.39170 -3.00574  0.27
H -20.72912 7.57169 -4.17910  0.41
H -20.18456 7.23530 -5.76158  0.29
H -18.82731 6.20161 -3.29820  0.20
H -17.20171 6.56270 -5.07467  0.32
H -17.99373 5.23077 -6.03623  0.34
H -17.21420 4.98648 -4.42738  0.36
H -20.18808 4.84696 -5.49893  0.29
H -19.48275 4.00487 -4.34387  0.30
C -15.76978 10.39923 -10.39673  -0.69
O -14.80479 10.73461 -11.47003  -0.30
C -14.78398 9.84800 -12.59754  -0.71
C -13.60593 10.27470 -13.53038  0.31
C -13.37149 9.39356 -14.77465  -1.37
N -12.26862 10.45207 -12.89382  -0.70
H -16.80645 10.39786 -10.73350  0.29
H -15.67214 11.10458 -9.57148  0.24
H -15.61722 9.36027 -10.10449  0.30
H -14.63662 8.86029 -12.16071  0.37
H -15.68958 9.85875 -13.20406  0.39
H -13.87566 11.26916 -13.88590  0.27
H -13.28432 8.35091 -14.46908  0.30
H -12.43881 9.62963 -15.28698  0.38
H -14.18829 9.54436 -15.48049  0.34
H -12.21394 11.38158 -12.50250  0.30
H -12.34722 9.88886 -12.05913  0.26
C -23.44844 12.40262 -14.18543  -0.77
O -22.22143 12.98703 -14.68021  -0.32
C -22.21586 13.09484 -16.12722  -0.75
C -21.06810 13.99065 -16.64849  0.47
C -21.30105 15.48778 -16.33582  -1.22
N -20.97463 13.88712 -18.04603  -0.73
H -23.32614 12.09041 -13.14827  0.26
H -23.84818 11.54157 -14.72105  0.32
H -24.26672 13.11395 -14.29739  0.32
H -22.16983 12.09486 -16.55854  0.34
H -23.14396 13.54447 -16.48015  0.33
H -20.20930 13.55406 -16.13864  0.28
H -22.31841 15.84370 -16.49833  0.30
H -20.59449 16.10420 -16.89160  0.35
H -21.10254 15.68086 -15.28158  0.32
H -20.12570 14.32714 -18.37129  0.26
H -20.79599 12.92197 -18.28410  0.25
C -16.09765 -2.31354 -17.86428  -0.70
O -14.97228 -1.88649 -17.09731  -0.31
C -13.78184 -2.63419 -17.23400  -0.79
C -13.89921 -3.99686 -16.49567  0.58
C -14.38095 -3.96975 -15.02487  -1.32
N -12.61837 -4.65221 -16.53368  -0.73
H -15.74202 -2.40999 -18.89011  0.31
H -16.89319 -1.56862 -17.88191  0.26
H -16.49254 -3.27663 -17.54085  0.27
H -13.43114 -2.79865 -18.25285  0.35
H -13.09521 -1.98595 -16.68955  0.31
H -14.57590 -4.60574 -17.09521  0.21
H -15.35934 -3.48940 -15.01427  0.30
H -13.70811 -3.41410 -14.37170  0.34
H -14.59823 -4.97790 -14.67198  0.41
H -12.73359 -5.52755 -16.04317  0.26
H -12.38922 -4.92971 -17.47739  0.25
C -24.79408 -3.91496 -10.99090  -0.80
O -25.79853 -3.86711 -9.94174  -0.32
C -25.27583 -4.20394 -8.63869  -0.75
C -26.51117 -4.41362 -7.78251  0.69
C -26.13303 -4.13646 -6.32028  -1.46
N -27.13045 -5.75076 -7.86800  -0.80
H -24.49024 -4.94663 -11.16819  0.32
H -23.84474 -3.48151 -10.67630  0.32
H -25.05520 -3.46668 -11.94952  0.26
H -24.60529 -5.05658 -8.53149  0.41
H -24.64218 -3.37175 -8.33202  0.38
H -27.28815 -3.67055 -7.96206  0.20
H -25.31692 -4.69316 -5.85970  0.31
H -26.95541 -4.28952 -5.62144  0.37
H -25.85348 -3.08301 -6.33417  0.38
H -28.02530 -5.78603 -7.40098  0.25
H -27.38837 -5.90992 -8.83146  0.26
C -11.78168 -5.26125 -6.86572  -0.72
O -12.11586 -4.05058 -7.50954  -0.33
C -13.47899 -3.60990 -7.43838  -0.71
C -13.73759 -2.21723 -8.03236  0.52
C -13.12175 -1.06723 -7.29709  -1.35
N -15.18103 -2.02413 -7.97263  -0.73
H -12.15327 -5.34652 -5.84456  0.29
H -10.71095 -5.46421 -6.88657  0.26
H -12.09998 -6.09498 -7.49155  0.29
H -14.07983 -4.31792 -8.00918  0.30
H -13.76462 -3.63705 -6.38682  0.35
H -13.36835 -2.29914 -9.05464  0.25
H -13.33607 -0.16249 -7.86596  0.38
H -12.03272 -1.07271 -7.34255  0.34
H -13.50460 -0.98828 -6.27960  0.33
H -15.57653 -2.69656 -8.61412  0.26
H -15.28659 -1.14270 -8.45434  0.27



Stability check: which of them is least stable? model i.



Model i:
C9H9NOS in the gas phase, computed with the ωB97M-V functional and the def2-TZVPD basis.

Output
Frontier orbital gap, eV: 8.21
SMILES: C1=C[C@@]23OSC=CC2=CCN3C1
Highest occupied orbital energy, eV: -7.664

Each line ends with the Mulliken charge.
Element x y z (Å)
C 1.40505 -1.77133 0.84013  -0.42
C 0.12141 -1.41563 0.88382  -0.71
C -0.22136 -0.39351 -0.12031  1.08
O -1.51711 -0.97242 -0.77947  -0.48
S -3.16258 -0.57765 -0.58547  0.03
C -3.00257 0.69871 0.64466  -0.32
C -1.86968 1.39182 0.84782  -0.93
C -0.55875 1.10760 0.26002  0.62
C 0.41126 1.83428 -0.31835  -0.93
C 1.43973 1.03985 -1.03723  -0.54
N 0.95035 -0.33191 -0.99895  -0.17
C 1.90094 -1.34486 -0.55322  -0.94
H 1.75070 -2.54142 1.54930  0.38
H -0.60796 -1.77154 1.57108  0.43
H -4.01993 0.77447 0.95742  0.32
H -1.79733 2.19742 1.44313  0.46
H 0.27754 2.83178 -0.28230  0.60
H 1.45930 1.29797 -2.03258  0.41
H 2.31925 1.26012 -0.45632  0.33
H 2.90299 -1.12655 -0.56452  0.47
H 1.81875 -2.18721 -1.26866  0.30



Model ii:
2 unconnected molecules or ions with the total composition C9H9NOS, computed with the ωB97M-V functional and the def2-TZVPD basis.

Output
Frontier orbital gap (alpha / beta), eV: 7.66 / 7.66
Highest occupied orbital energy (alpha / beta), eV: -8.387 / -8.386

Each line ends with the Mulliken charge.
Element x y z (Å)
C -0.99211 -0.42281 -0.81251  -0.62
C -4.17585 0.61281 0.43305  -0.49
C -2.33997 -0.46890 -0.46553  0.37
C -2.74526 0.73726 0.10984  0.42
C -0.31968 0.70280 -0.55492  -0.16
C -3.53451 -1.34426 -0.39967  -0.49
C 2.64579 1.52136 0.30055  -0.44
C 2.86840 0.03476 0.29624  -0.47
C 2.11501 0.71561 -0.80454  -0.12
N -4.64929 -0.55805 0.12050  -0.55
O -1.15644 2.56041 1.23623  -0.61
S -1.57271 2.02446 -0.06613  0.28
H -0.36863 -1.22077 -1.12406  0.41
H -4.84179 1.32012 0.88020  0.46
H -3.64486 -1.92222 -1.37440  0.28
H -3.52382 -2.12226 0.27957  0.27
H 1.80034 1.73965 0.94219  0.18
H 3.31792 2.44831 0.21482  0.28
H 3.85062 -0.36039 0.08522  0.29
H 2.19111 -0.40469 1.08832  0.22
H 2.01925 0.87620 -1.83514  0.49



Stability check: which of them is least stable? model ii.